Entry 1:
{"formula": "C10H9ClINOPd", "method": "ωB97M-V/def2-TZVPD", "elements": ["Pd", "C", "H", "H", "H", "H", "H", "Cl", "C", "C", "C", "I", "C", "O", "C", "N", "C", "C", "C", "C", "H", "H", "H", "H"], "coordinates": [[0.3106, -0.2050, -0.0565], [3.3988, -0.5034, -0.9842], [3.2259, -0.4352, -2.0674], [3.9652, 0.3714, -0.6718], [4.0180, -1.3743, -0.8054], [2.3943, -0.5347, -0.4336], [1.4174, -0.4651, 0.9803], [-6.5842, 1.4946, -0.2428], [-4.9818, 1.0571, -0.6488], [-4.7002, 0.6356, -1.9527], [-3.4159, 0.2503, -2.3266], [-2.9756, -0.3609, -4.2455], [-2.3349, 0.2529, -1.3589], [-1.1610, -0.1716, -1.6630], [-2.6236, 0.7096, -0.0255], [-1.6179, 0.6517, 0.8656], [-1.8370, 1.0278, 2.1274], [-3.0928, 1.4929, 2.5655], [-4.1505, 1.5313, 1.6885], [-3.9624, 1.1236, 0.3473], [-5.4936, 0.6064, -2.6927], [-0.9887, 0.9553, 2.8146], [-3.2132, 1.8057, 3.6063], [-5.1384, 1.8635, 2.0114]], "atomic_forces_ev_per_a": [[-0.66, -0.04, -0.83], [-0.73, 0.25, -0.38], [-0.01, 0.02, 0.27], [-0.14, 0.13, 0.09], [-0.17, -0.31, 0.24], [1.64, -0.15, -0.70], [0.06, 0.00, 1.10], [-0.24, 0.06, 0.01], [0.64, -0.22, -0.57], [-0.01, 0.14, 0.28], [0.50, 0.09, 0.91], [-0.10, 0.02, 0.05], [0.88, -0.78, -1.36], [-1.32, 0.75, 0.55], [-1.44, 0.38, 0.97], [-0.18, 0.26, 0.69], [-0.13, -0.04, -0.54], [0.23, -0.05, 0.21], [-0.20, -0.03, -0.28], [1.27, -0.32, -0.09], [0.03, 0.04, 0.19], [-0.27, 0.02, -0.33], [0.03, -0.14, -0.41], [0.32, -0.09, -0.07]], "mulliken_charge": [-0.1056, -0.4675, 0.2574, 0.2629, 0.2564, -0.1129, -0.1023, -0.2128, 0.5561, -0.5211, -0.5431, 0.1807, 1.2544, -0.7203, -0.0247, -0.3493, -0.4617, -0.6454, -0.5044, 0.4180, 0.3979, 0.4333, 0.3677, 0.3861], "total_charge": 0, "s2": 2.061, "multiplicity": 3, "lumo_ha": [-0.0325, -0.1085], "homo_lumo_gap_ev": [5.9, 5.0]}

=====

Entry 2:
{"formula": "C4H4O6S", "method": "ωB97M-V/def2-TZVPD", "elements": ["C", "C", "C", "C", "O", "O", "O", "O", "O", "O", "S", "H", "H", "H", "H"], "coordinates": [[1.2436, 0.0248, -0.6571], [1.3549, -0.1156, 0.8141], [0.4748, 1.0944, 0.1865], [-0.9634, 1.0459, -0.0677], [1.0056, 2.2737, 0.3389], [-3.1657, -0.5395, 0.1579], [-1.7863, 1.9310, -0.1666], [-1.0229, -1.6725, 0.5327], [-1.7271, -1.0169, -1.7859], [1.2466, -1.2880, 1.5002], [-1.7730, -0.6414, -0.3250], [2.0474, 0.5261, -1.2946], [0.5517, -0.5715, -1.2389], [2.2721, 0.5730, 1.1486], [0.2416, -1.6235, 0.8570]], "atomic_forces_ev_per_a": [[0.76, 0.97, -1.42], [3.19, 1.93, 0.05], [0.29, 0.41, 0.44], [-1.16, -0.32, 0.10], [0.16, 0.77, -0.04], [1.37, 0.11, -0.19], [0.92, -0.20, 0.12], [-0.51, 0.64, -0.95], [0.36, 0.76, 2.13], [-2.68, -0.59, -1.81], [-1.38, -2.13, -1.11], [-0.98, -0.72, 0.97], [0.34, -0.52, 0.03], [-1.98, -1.54, -0.32], [1.30, 0.43, 2.01]], "mulliken_charge": [-0.9008, -0.4074, 0.8699, 0.2644, -0.9371, -0.7047, -0.5928, -0.6311, -0.7292, -0.7272, 1.0881, 0.3489, 0.3221, 0.2578, 0.4790], "total_charge": -2, "relative_energy_kcal_mol": 21.0, "lumo_ha": 0.2299, "homo_lumo_gap_ev": 5.6}

=====

Entry 3:
{"formula": "C10H7F4NO2S", "method": "ωB97M-V/def2-TZVPD", "elements": ["F", "C", "C", "F", "C", "O", "C", "F", "C", "F", "C", "O", "C", "S", "C", "C", "C", "N", "H", "H", "H", "H", "H", "H", "H"], "coordinates": [[2.0158, -2.6527, 0.7402], [1.0813, -1.7907, 1.2323], [0.8806, -0.5312, 0.7039], [1.9139, -0.0514, -0.0894], [0.3470, 0.5746, 1.6057], [0.3709, 1.8014, 1.3072], [-0.0726, 0.1310, 2.9174], [-0.5522, 1.0782, 3.7610], [-0.0410, -1.1596, 3.3054], [-0.4823, -1.5146, 4.5305], [0.4431, -2.2657, 2.4627], [0.3135, -3.4612, 2.7808], [0.9740, 1.6793, -2.1032], [-0.6928, 1.3351, -1.5329], [-1.4921, 1.1269, -3.2018], [-0.3806, -0.2156, -0.7706], [-1.4284, -0.6993, 0.0916], [-2.2893, -1.1368, 0.7704], [1.5816, 1.7220, -1.2058], [1.3337, 0.9023, -2.7799], [0.9481, 2.6492, -2.5926], [-2.5707, 0.9746, -3.0491], [-1.3338, 2.1000, -3.6899], [-1.0561, 0.3195, -3.8067], [0.1885, -0.9151, -1.3870]], "atomic_forces_ev_per_a": [[-0.75, 0.46, -0.54], [0.28, -0.01, 0.31], [2.29, 0.81, 0.83], [0.26, -0.38, 0.49], [0.74, 2.99, -0.33], [-0.09, -3.90, 0.35], [-0.80, -0.06, 1.64], [0.41, -0.73, -0.73], [-0.87, 0.61, 1.55], [0.37, 0.47, -1.21], [-0.18, -2.13, -0.75], [0.52, 2.64, -0.37], [-0.05, 0.37, 0.04], [0.22, -0.73, -0.48], [-0.07, 0.21, 0.38], [-1.25, -0.67, 0.10], [-3.07, -1.29, -0.16], [2.43, 1.32, -1.55], [0.02, 0.10, -0.07], [-0.15, 0.03, 0.11], [0.04, 0.01, -0.09], [0.46, -0.03, 0.02], [-0.08, -0.31, 0.09], [-0.02, 0.23, 0.45], [-0.67, 0.00, -0.07]], "mulliken_charge": [-0.3283, 0.2375, 0.3918, -0.3755, 0.5003, -0.6259, 0.1384, -0.2939, 0.6047, -0.2789, 0.1736, -0.5819, -1.0219, 0.3734, -0.9543, -0.5369, 0.2764, -0.5441, 0.3329, 0.3484, 0.4890, 0.3567, 0.4029, 0.3224, 0.5936], "total_charge": 0, "relative_energy_kcal_mol": 31.9, "lumo_ha": -0.0602, "homo_lumo_gap_ev": 6.5}

=====

Entry 4:
{"formula": "C4H7N3", "method": "ωB97M-V/def2-TZVPD", "elements": ["N", "C", "C", "C", "N", "C", "N", "H", "H", "H", "H", "H", "H", "H"], "coordinates": [[-1.9500, -0.6964, 0.6181], [-0.8495, 0.0164, 0.0978], [0.0909, -0.1720, -1.0716], [0.6940, -0.0525, 0.2564], [1.7482, -0.8511, 0.7471], [0.4493, 1.2013, -0.6030], [-0.9238, 1.4689, -0.1253], [-2.6993, -0.7092, -0.0686], [-1.7154, -1.6498, 0.8654], [0.2756, -0.8522, -1.8857], [2.3463, -0.3905, 1.4220], [2.3226, -1.2095, -0.0090], [1.1503, 1.9226, -1.0062], [-0.9392, 1.9741, 0.7627]], "atomic_forces_ev_per_a": [[0.12, -0.11, -0.12], [-0.17, -0.18, 0.08], [-0.03, -0.13, -0.34], [-0.10, -0.03, -0.07], [0.05, 0.09, 0.05], [0.40, 0.36, -0.23], [0.00, 0.10, 0.25], [0.09, -0.06, 0.12], [0.05, 0.08, 0.06], [-0.06, 0.11, -0.02], [-0.23, -0.01, 0.02], [-0.11, 0.01, 0.18], [-0.12, -0.16, 0.01], [0.12, -0.07, 0.00]], "mulliken_charge": [-0.6359, 0.3455, -0.5970, 0.4014, -0.6128, -0.5515, -0.5146, 0.2716, 0.2628, 0.4481, 0.2570, 0.2615, 0.4019, 0.2621], "total_charge": 0, "relative_energy_kcal_mol": 90.5, "lumo_ha": 0.0375, "homo_lumo_gap_ev": 9.5}

=====

Entry 5:
{"formula": "C67H57N10NaOP2S3Se2", "method": "ωB97M-V/def2-TZVPD", "elements": ["Na", "Se", "P", "C", "C", "C", "C", "C", "C", "C", "C", "C", "C", "C", "C", "C", "C", "N", "N", "N", "P", "Se", "C", "C", "C", "C", "C", "C", "C", "C", "C", "C", "C", "C", "H", "H", "H", "H", "H", "H", "H", "H", "H", "H", "H", "H", "H", "H", "H", "H", "H", "H", "H", "H", "N", "S", "N", "S", "N", "S", "N", "C", "C", "C", "C", "C", "C", "C", "C", "C", "C", "C", "C", "C", "C", "C", "C", "C", "C", "C", "C", "C", "C", "C", "C", "C", "C", "C", "C", "C", "C", "C", "C", "C", "C", "C", "C", "H", "H", "H", "H", "H", "H", "H", "H", "H", "H", "H", "H", "H", "H", "H", "H", "H", "H", "H", "H", "H", "H", "H", "H", "H", "H", "H", "H", "H", "H", "C", "N", "C", "C", "C", "N", "C", "O", "N", "H", "H", "H", "H", "H", "H", "H"], "coordinates": [[0.0661, 0.0955, -0.4615], [4.5628, -2.6320, 4.6685], [4.7789, -0.9137, 3.4708], [6.3169, -0.9974, 2.4991], [7.5084, -1.0731, 3.2213], [8.7180, -1.1997, 2.5587], [8.7444, -1.2667, 1.1695], [7.5613, -1.2003, 0.4511], [6.3452, -1.0616, 1.1119], [4.9781, 0.6023, 4.4748], [5.3397, 1.8035, 3.8591], [5.5036, 2.9480, 4.6254], [5.3045, 2.9029, 6.0009], [4.9416, 1.7117, 6.6118], [4.7821, 0.5587, 5.8492], [3.4893, -0.4932, 2.2984], [2.1658, -0.8759, 2.0410], [1.7259, -0.0623, 1.0583], [2.7074, 0.7699, 0.7234], [3.7711, 0.5342, 1.4610], [1.0877, -2.1789, 2.6578], [-0.8389, -2.3006, 1.7955], [1.9987, -3.7122, 2.3165], [2.4593, -3.8739, 1.0112], [3.1039, -5.0455, 0.6447], [3.2833, -6.0608, 1.5763], [2.8170, -5.9020, 2.8726], [2.1772, -4.7279, 3.2451], [0.9261, -1.9047, 4.4445], [0.1540, -2.7983, 5.1876], [-0.0430, -2.5883, 6.5442], [0.5003, -1.4659, 7.1592], [1.2393, -0.5581, 6.4150], [1.4583, -0.7794, 5.0621], [7.4772, -1.0430, 4.3047], [9.6409, -1.2551, 3.1235], [9.6896, -1.3743, 0.6498], [7.5818, -1.2532, -0.6310], [5.4244, -0.9904, 0.5517], [5.4698, 1.8336, 2.7844], [5.7901, 3.8780, 4.1493], [5.4341, 3.8003, 6.5958], [4.7909, 1.6749, 7.6843], [4.5093, -0.3850, 6.3099], [2.3041, -3.0861, 0.2835], [3.4640, -5.1682, -0.3696], [3.7910, -6.9752, 1.2912], [2.9699, -6.6857, 3.6050], [1.8438, -4.5940, 4.2659], [-0.3087, -3.6428, 4.6902], [-0.6324, -3.2923, 7.1195], [0.3397, -1.2958, 8.2178], [1.6594, 0.3213, 6.8885], [2.0415, -0.0687, 4.4914], [-2.0107, 0.1775, -0.2797], [-3.1462, 0.1678, -1.1648], [-4.3497, 1.2833, -0.7765], [-3.9977, 2.7789, -0.8165], [-2.5984, 3.3942, -0.7516], [-1.1773, 3.0157, 0.1034], [-0.1686, 2.2550, -0.5999], [-1.8086, 2.6018, 1.7447], [-1.4499, 1.4152, 2.3657], [-1.9547, 1.1425, 3.6303], [-2.7927, 2.0508, 4.2617], [-3.1310, 3.2501, 3.6398], [-2.6414, 3.5297, 2.3746], [-0.6083, 4.6994, 0.3754], [0.0764, 5.0257, 1.5373], [0.7179, 6.2538, 1.6228], [0.6765, 7.1395, 0.5553], [0.0026, 6.7944, -0.6107], [-0.6353, 5.5677, -0.7064], [-5.0957, 3.4639, 0.4088], [-5.1980, 4.8461, 0.4749], [-5.9996, 5.4089, 1.4520], [-6.6844, 4.5916, 2.3460], [-6.5692, 3.2110, 2.2675], [-5.7672, 2.6335, 1.2922], [-4.6619, 3.5070, -2.3037], [-3.8930, 4.3361, -3.1010], [-4.4543, 4.8484, -4.2638], [-5.7598, 4.5285, -4.6062], [-6.5176, 3.6908, -3.7934], [-5.9682, 3.1697, -2.6364], [-2.9114, 0.5274, -2.9251], [-3.9083, 0.2826, -3.8688], [-3.6945, 0.6537, -5.1873], [-2.4988, 1.2647, -5.5542], [-1.5186, 1.5090, -4.6038], [-1.7236, 1.1441, -3.2775], [-4.1522, -1.3019, -1.2568], [-3.4183, -2.4711, -1.4135], [-4.0984, -3.6739, -1.5201], [-5.4866, -3.6983, -1.4675], [-6.2071, -2.5228, -1.2923], [-5.5407, -1.3090, -1.1876], [-0.7855, 0.7091, 1.8840], [-1.6816, 0.2089, 4.1107], [-3.1811, 1.8295, 5.2493], [-3.7704, 3.9672, 4.1404], [-2.8944, 4.4609, 1.8839], [0.1243, 4.3248, 2.3607], [1.2571, 6.5139, 2.5255], [1.1790, 8.0967, 0.6260], [-0.0198, 7.4802, -1.4491], [-1.1490, 5.2719, -1.6142], [-4.6495, 5.4690, -0.2257], [-6.0899, 6.4862, 1.5187], [-7.3079, 5.0384, 3.1101], [-7.0955, 2.5768, 2.9700], [-5.6380, 1.5619, 1.2167], [-2.8749, 4.5574, -2.8086], [-3.8659, 5.4947, -4.9037], [-6.1907, 4.9277, -5.5159], [-7.5355, 3.4402, -4.0666], [-6.5364, 2.5068, -1.9920], [-4.8329, -0.2008, -3.5785], [-4.4593, 0.4640, -5.9303], [-2.3362, 1.5503, -6.5876], [-0.5859, 1.9864, -4.8842], [-0.9763, 1.3406, -2.5185], [-2.3305, -2.4311, -1.4254], [-3.5414, -4.5956, -1.6346], [-6.0126, -4.6412, -1.5560], [-7.2881, -2.5521, -1.2339], [-6.0773, -0.3807, -1.0429], [2.2048, -2.7533, -4.4889], [2.1781, -1.3783, -3.9949], [3.0620, -0.4622, -4.4543], [3.0944, 0.7982, -3.9839], [2.1342, 1.1331, -2.9725], [1.2637, 0.2418, -2.5193], [1.2631, -1.0414, -2.9692], [0.5119, -1.9071, -2.5320], [2.0744, 2.3852, -2.4929], [2.3766, -2.7532, -5.5632], [1.2499, -3.2118, -4.2645], [2.9887, -3.3304, -3.9977], [3.7378, -0.8052, -5.2273], [3.8039, 1.5220, -4.3561], [2.8745, 2.9809, -2.6034], [1.4525, 2.5342, -1.6901]], "atomic_forces_ev_per_a": [[0.90, -0.95, -0.17], [-0.08, -0.01, -0.05], [0.12, -0.02, 0.04], [0.01, 0.02, 0.04], [-0.01, 0.04, -0.07], [-0.01, -0.01, 0.00], [0.02, 0.01, 0.03], [-0.03, -0.01, 0.01], [0.05, -0.03, 0.01], [0.04, 0.05, -0.06], [-0.02, -0.01, 0.08], [-0.01, -0.06, -0.04], [-0.01, 0.00, 0.02], [0.00, -0.03, -0.04], [-0.01, 0.05, 0.03], [-0.08, 0.14, -0.16], [0.12, 0.18, -0.15], [0.28, -0.13, 0.25], [-0.09, -0.27, 0.28], [-0.06, -0.02, 0.01], [0.07, -0.10, 0.10], [0.06, 0.18, -0.13], [0.04, 0.06, 0.02], [0.03, -0.09, 0.05], [-0.02, 0.02, 0.02], [0.01, 0.00, -0.02], [0.00, 0.02, 0.03], [0.00, -0.01, -0.01], [-0.01, -0.07, 0.00], [0.03, 0.04, 0.03], [0.00, 0.00, -0.05], [0.00, 0.01, -0.01], [-0.02, -0.02, 0.03], [0.00, 0.00, 0.05], [0.02, -0.01, -0.01], [-0.03, 0.00, -0.01], [-0.04, 0.01, 0.02], [-0.02, 0.00, 0.03], [0.01, -0.01, -0.02], [0.02, 0.01, 0.03], [-0.02, -0.02, 0.00], [0.00, -0.05, -0.03], [0.00, -0.01, -0.03], [0.03, 0.04, -0.01], [-0.01, 0.01, -0.03], [0.00, 0.01, 0.02], [-0.02, 0.04, 0.01], [-0.02, 0.02, -0.02], [0.04, -0.02, -0.01], [-0.01, 0.02, 0.03], [0.02, 0.02, -0.02], [0.01, -0.01, -0.05], [-0.01, -0.01, -0.03], [-0.01, 0.01, 0.00], [-1.15, -0.50, -0.35], [-0.22, 0.46, 0.15], [0.01, -0.19, -0.10], [0.07, 0.19, 0.01], [-0.08, -0.09, 0.18], [0.24, 0.34, -0.15], [-0.08, 0.89, 0.45], [-0.19, 0.04, 0.02], [0.18, 0.16, -0.18], [0.00, -0.05, 0.09], [0.01, 0.01, -0.02], [0.05, -0.05, -0.02], [0.16, -0.18, -0.03], [-0.17, 0.04, -0.05], [0.00, -0.05, -0.06], [-0.01, 0.02, 0.01], [0.00, 0.00, -0.03], [0.01, 0.03, 0.00], [-0.08, 0.04, 0.00], [-0.05, -0.16, 0.11], [0.03, 0.04, -0.07], [-0.01, 0.06, 0.02], [0.01, -0.03, 0.00], [0.00, 0.02, 0.01], [0.07, 0.07, -0.08], [0.06, -0.08, -0.13], [-0.01, -0.04, 0.03], [0.00, 0.00, -0.03], [0.01, -0.01, 0.00], [-0.04, 0.00, -0.05], [0.04, 0.00, 0.08], [-0.20, 0.07, -0.07], [0.13, 0.02, 0.05], [0.00, 0.00, 0.07], [0.01, 0.03, -0.01], [0.01, 0.01, 0.01], [-0.01, -0.04, 0.06], [-0.20, 0.03, -0.03], [0.08, 0.05, 0.09], [0.00, -0.06, -0.01], [-0.02, 0.02, 0.00], [0.05, -0.01, 0.00], [0.15, -0.05, 0.02], [-0.08, 0.03, 0.03], [-0.02, 0.04, -0.04], [0.03, 0.01, -0.03], [0.01, -0.02, -0.02], [0.03, 0.00, 0.02], [-0.01, -0.01, 0.00], [-0.02, -0.01, -0.03], [-0.02, -0.03, 0.00], [0.00, -0.02, 0.03], [0.07, 0.06, 0.08], [-0.03, -0.04, 0.06], [0.00, -0.05, 0.00], [0.00, -0.01, -0.01], [0.02, 0.03, -0.02], [-0.02, 0.03, 0.01], [-0.07, -0.02, -0.05], [-0.02, -0.03, 0.02], [0.00, 0.00, 0.02], [0.05, 0.01, 0.00], [0.02, 0.04, -0.07], [0.01, 0.02, -0.01], [0.02, 0.00, 0.01], [0.00, -0.02, 0.05], [-0.04, -0.03, 0.01], [0.00, 0.02, -0.02], [-0.12, -0.02, -0.02], [-0.02, 0.04, 0.00], [0.02, 0.02, 0.02], [0.02, 0.01, -0.01], [0.00, -0.03, -0.03], [0.05, 0.14, 0.07], [-0.10, -0.15, 0.04], [0.01, -0.06, -0.04], [0.04, 0.08, 0.05], [-0.10, -0.23, 0.05], [0.31, 0.10, -0.20], [-0.02, -0.18, -0.14], [0.13, 0.33, -0.02], [-0.24, -0.15, 0.23], [0.01, 0.03, -0.03], [-0.08, 0.00, 0.00], [0.02, 0.01, 0.04], [0.01, -0.02, 0.01], [-0.02, -0.03, -0.01], [0.00, 0.02, -0.02], [0.09, -0.02, -0.11]], "mulliken_charge": [1.1811, -0.2864, 0.9283, 0.4374, -0.6396, -0.6899, -0.4443, -0.6907, -0.3463, 0.2300, -0.4140, -0.7375, -0.4219, -0.6289, -0.3625, 0.4456, -1.0225, 0.6256, -0.7495, -0.5869, 0.6191, -0.1603, 0.4271, -0.4209, -0.6537, -0.5914, -0.6818, -0.1550, 0.6817, -0.7381, -0.8358, -0.6312, -1.0683, -0.1260, 0.3626, 0.3827, 0.3634, 0.4007, 0.4705, 0.3313, 0.4203, 0.3915, 0.4149, 0.3672, 0.3783, 0.4343, 0.3741, 0.4074, 0.4806, 0.5321, 0.4029, 0.4134, 0.5054, 0.6549, -0.2035, 0.5488, 0.0845, 0.6913, 0.3451, 0.9897, -0.0101, 0.2389, 0.4961, -0.6928, -0.9799, -0.9705, -0.6788, -0.0629, -0.1644, -0.8855, -0.5641, -0.8186, -0.3921, 0.4015, -0.8382, -0.6967, -0.5290, -0.8157, -0.1945, 0.5183, -0.1307, -0.7785, -0.5358, -0.7319, -0.8502, 0.7024, -0.7808, -0.7965, -0.9525, -0.7911, 0.6076, 0.2600, -0.6543, -0.7375, -0.5570, -0.7712, -0.3071, -0.0896, 0.5719, 0.4277, 0.4426, 0.7650, 0.5152, 0.4493, 0.3932, 0.4357, 0.2990, 0.4286, 0.4472, 0.4007, 0.4622, 0.5220, 0.3297, 0.4828, 0.4091, 0.4600, 0.3327, 0.5026, 0.4521, 0.4164, 0.5575, 0.1756, 0.6131, 0.4459, 0.3826, 0.4364, 0.3229, -1.1154, 0.3310, -0.3025, -1.3057, 0.4433, 0.8599, -0.2034, -0.6642, -0.0634, 0.3975, 0.3107, 0.3082, 0.4291, 0.4569, 0.2516, 0.0833], "total_charge": 0, "relative_energy_kcal_mol": 4.5, "lumo_ha": -0.0015, "homo_lumo_gap_ev": 6.9}